Record 1
{"formula": "C3H9NOS", "method": "wB97M-V/def2-TZVPD", "species": ["H", "H", "C", "H", "H", "C", "H", "H", "N", "O", "H", "H", "C", "S", "H"], "coordinates": [[-0.331, 1.716, 1.884], [-1.533, -0.559, 0.434], [-1.158, 0.219, -0.174], [0.773, 1.245, -0.312], [2.030, -0.633, 0.465], [0.333, 0.446, 0.272], [0.692, -1.548, 0.680], [-2.372, 0.425, -1.884], [0.331, 0.941, 1.699], [-1.213, -0.262, -1.488], [-1.916, 0.971, 0.072], [0.329, -2.203, -1.858], [1.131, -0.804, -0.033], [1.614, -1.336, -1.611], [1.292, 1.385, 1.854]], "nbo_charge": [0.368, 0.153, -0.086, 0.167, 0.225, -0.062, 0.225, 0.441, -0.849, -0.670, 0.163, 0.162, -0.606, 0.014, 0.357], "relative_energy_ev": 4.4891, "fmax_ev_per_a": 7.22, "homo_energy_ev": -8.74, "e_tot_ev": -17625.7157}



Record 2
{"formula": "C3H9NOS", "method": "wB97M-V/def2-TZVPD", "species": ["H", "O", "H", "C", "C", "C", "N", "S", "H", "H", "H", "H", "H", "H", "H"], "coordinates": [[0.834, 0.937, 0.161], [0.477, -1.904, 0.146], [1.174, 2.650, -0.199], [0.512, 1.764, -0.445], [-2.037, 1.258, -1.742], [1.317, -2.194, 0.998], [0.896, -2.275, 2.314], [-1.243, 1.959, -0.180], [0.614, 1.412, -1.395], [-3.084, 1.122, -1.496], [1.521, -2.647, 3.024], [-0.092, -2.302, 2.396], [-1.951, 2.346, -2.301], [-1.196, 0.610, -2.174], [2.258, -2.737, 0.891]], "nbo_charge": [0.221, -0.599, 0.225, -0.746, -0.737, 0.512, -0.828, 0.120, 0.210, 0.245, 0.390, 0.404, 0.216, 0.245, 0.121], "relative_energy_ev": 1.9814, "fmax_ev_per_a": 5.89, "homo_energy_ev": -7.81, "e_tot_ev": -17628.2235}



Record 3
{"formula": "C3H9NOS", "method": "wB97M-V/def2-TZVPD", "species": ["C", "H", "H", "C", "H", "H", "H", "H", "H", "H", "C", "H", "N", "O", "S"], "coordinates": [[-0.448, 1.570, -0.858], [-0.107, 0.795, 1.493], [-0.742, 1.698, -1.935], [0.574, -0.019, 1.187], [-1.187, 0.891, -0.378], [2.133, -1.175, -2.383], [1.312, -0.097, 1.927], [-0.235, -2.086, 1.760], [-0.472, 2.526, -0.279], [-1.155, -1.262, 0.513], [-0.057, -1.373, 0.966], [0.624, -1.847, 0.114], [1.176, -0.952, -2.073], [2.049, 1.734, -0.215], [1.077, 0.691, -0.405]], "nbo_charge": [-0.835, 0.219, 0.274, -0.624, 0.225, 0.279, 0.254, 0.236, 0.249, 0.206, -0.656, 0.265, -0.697, -0.948, 1.552], "relative_energy_ev": 6.4578, "fmax_ev_per_a": 4.15, "homo_energy_ev": [-8.51, -8.53], "e_tot_ev": -17623.7470}



Record 4
{"formula": "C3H9NOS", "method": "wB97M-V/def2-TZVPD", "species": ["N", "H", "H", "H", "H", "H", "O", "H", "S", "C", "H", "H", "C", "H", "C"], "coordinates": [[-1.141, 0.855, 1.081], [-0.741, 2.019, -1.436], [1.510, 0.374, -0.493], [-2.357, 1.238, -1.285], [0.910, 0.127, 1.854], [1.061, -1.647, 1.630], [-1.336, -1.976, -1.076], [2.453, -0.543, 1.484], [-0.800, 0.009, -0.191], [-1.254, 1.075, -1.544], [-0.972, 0.553, -2.476], [-0.901, 0.399, 1.977], [1.428, -0.656, 1.359], [1.094, -1.366, -0.780], [1.046, -0.460, -0.107]], "nbo_charge": [-1.066, 0.240, 0.203, 0.280, 0.214, 0.228, -0.704, 0.227, 1.373, -0.784, 0.272, 0.380, -0.626, 0.272, -0.509], "relative_energy_ev": 6.9778, "fmax_ev_per_a": 3.61, "homo_energy_ev": [-8.83, -8.59], "e_tot_ev": -17623.2270}



Record 5
{"formula": "C3H9NOS2", "method": "wB97M-V/def2-TZVPD", "species": ["H", "H", "H", "S", "H", "O", "H", "H", "H", "H", "C", "H", "C", "C", "S", "N"], "coordinates": [[0.521, 1.265, 1.242], [-2.847, -1.018, 1.684], [0.004, 0.581, -1.561], [-3.895, -0.375, 1.080], [-0.957, -1.349, 0.014], [2.645, -0.154, -0.763], [1.343, -0.869, 0.625], [-1.039, 0.008, 1.263], [1.349, -1.621, -1.098], [1.567, 1.753, 0.202], [1.454, -0.749, -0.491], [2.548, 0.292, -1.701], [-0.937, -0.275, 0.247], [0.277, 0.397, -0.513], [-2.639, 0.547, -0.412], [0.607, 1.566, 0.182]], "nbo_charge": [0.333, 0.130, 0.185, -0.156, 0.220, -0.709, 0.161, 0.207, 0.174, 0.370, -0.075, 0.464, -0.434, -0.090, 0.020, -0.801], "relative_energy_ev": 2.4445, "fmax_ev_per_a": 4.40, "homo_energy_ev": -8.24, "e_tot_ev": -28462.9948}



Record 6
{"formula": "C3H9NOSi", "method": "wB97M-V/def2-TZVPD", "species": ["N", "H", "H", "H", "H", "Si", "H", "C", "H", "C", "H", "O", "H", "H", "C"], "coordinates": [[-1.323, 0.860, -0.361], [-1.041, 1.742, -1.151], [-0.218, -0.254, 2.106], [1.752, 1.661, 0.743], [-1.197, -2.089, -0.265], [-0.184, -0.051, 0.593], [-3.418, 0.907, -0.806], [-0.237, -1.663, -0.335], [2.185, 0.021, 0.425], [-2.562, 0.620, -0.049], [1.764, 0.975, -0.813], [-2.751, -0.181, 0.849], [-0.009, -1.256, -1.252], [0.597, -2.347, -0.219], [1.471, 0.747, 0.218]], "nbo_charge": [-1.007, 0.427, -0.165, 0.241, 0.249, 1.531, 0.129, -1.096, 0.236, 0.521, 0.234, -0.625, 0.221, 0.238, -1.136], "relative_energy_ev": 0.4285, "fmax_ev_per_a": 7.30, "homo_energy_ev": -10.17, "e_tot_ev": -14671.9691}